No. 1
75
Properties=species:S:1:pos:R:3:lowdin_charge:R:1 method="wB97M-V/def2-TZVPD" lumo_ev=-3.4914 de_lowest_ev=0.000 orbital_gap_ev=7.2 multiplicity=1 total_charge=+1
C -0.25446 -1.13479 1.22009 -0.209
C 0.70207 -1.94837 0.47382 -0.165
C 2.00617 -1.49257 0.82299 -0.097
H 0.45585 -2.90410 0.01682 0.120
C 1.88401 -0.39165 1.69659 -0.102
C 0.51856 -0.15027 1.95453 -0.124
H 0.10119 0.51519 2.69939 0.105
H -1.26598 -1.45366 1.47049 0.136
H 2.93872 -1.98323 0.54767 0.120
H 2.71310 0.12833 2.18082 0.117
Al 0.00908 -0.01699 -0.44862 0.309
Si 1.61806 1.03236 -2.12915 0.689
C 1.60228 -0.28064 -3.46361 -0.353
C 1.55109 0.22175 -4.77364 -0.128
H 1.51231 1.29552 -4.92496 0.014
C 1.56881 -0.63316 -5.86945 -0.078
H 1.57405 -0.22429 -6.88103 0.110
C 1.61015 -2.02276 -5.67300 -0.072
H 1.64936 -2.69007 -6.53942 0.110
C 1.60797 -2.53671 -4.37154 -0.081
H 1.62679 -3.61976 -4.22103 0.107
C 1.59887 -1.67208 -3.26626 -0.124
H 1.62001 -2.08403 -2.25656 0.086
C 3.32580 1.17134 -1.41102 -0.346
C 4.37396 0.32912 -1.82356 -0.091
H 4.19256 -0.42544 -2.58920 0.097
C 5.64269 0.43848 -1.24254 -0.076
H 6.45345 -0.21133 -1.57965 0.107
C 5.87941 1.38633 -0.23787 -0.079
H 6.87937 1.48930 0.19802 0.108
C 4.83268 2.20875 0.19882 -0.085
H 5.01498 2.94665 0.98215 0.105
C 3.56081 2.09128 -0.37256 -0.124
H 2.73738 2.70898 -0.01318 0.098
H 1.09279 2.34827 -2.58252 -0.030
Si 4.08760 3.62803 -6.34668 0.326
C 5.71907 3.78442 -5.46608 -0.318
C 6.91843 3.24376 -5.97387 -0.087
H 6.93566 2.76210 -6.95810 0.106
C 8.09701 3.30291 -5.21459 -0.079
H 9.00736 2.82181 -5.58388 0.106
C 8.09943 3.96602 -3.98086 -0.084
H 9.00512 3.99429 -3.37857 0.103
C 6.93602 4.59521 -3.51936 -0.084
H 6.93518 5.13346 -2.56840 0.104
C 5.76132 4.53454 -4.27785 -0.118
H 4.86744 5.06950 -3.94542 0.087
C 4.21797 2.20298 -7.53430 -0.331
C 4.41950 0.92859 -6.99265 -0.125
H 4.51213 0.80554 -5.90890 0.107
C 4.47762 -0.19585 -7.82797 -0.091
H 4.58763 -1.18498 -7.37555 0.106
C 4.37708 -0.04303 -9.21319 -0.080
H 4.40731 -0.92152 -9.85421 0.104
C 4.23681 1.23509 -9.77251 -0.078
H 4.17516 1.35001 -10.85925 0.108
C 4.16688 2.35709 -8.93886 -0.090
H 4.06895 3.36185 -9.36520 0.102
H 3.84683 4.87149 -7.11025 -0.012
Cl 2.45869 3.62865 -5.05826 0.335
O -1.25649 -1.06093 -1.48518 -0.054
C -2.44026 -0.27595 -1.93506 -0.040
C -2.67458 0.73841 -0.87597 -0.200
C -3.93740 1.27683 -0.65061 0.019
C -4.12430 2.11855 0.43603 -0.005
C -3.03975 2.38110 1.27348 -0.011
C -1.79511 1.84352 0.99142 -0.041
N -1.60753 1.03112 -0.08437 0.065
H -1.02830 -1.83497 -2.03647 0.157
H -3.29525 -0.94555 -2.01033 0.145
H -2.22937 0.15460 -2.93515 0.160
H -4.72220 0.99778 -1.34763 0.134
H -5.10042 2.54922 0.63256 0.127
H -3.13618 3.02027 2.14987 0.126
H -0.92221 2.04181 1.61260 0.121



No. 2
12
Properties=species:S:1:pos:R:3:nbo_charge:R:1 method="wB97M-V/def2-TZVPD" lumo_ev=0.8471 de_lowest_ev=3.732 smiles=O[C@H]1[C@@H]2[C@@H](O)[C@H]12 orbital_gap_ev=10.1 multiplicity=1
O -2.38172 -0.00442 -0.08856 -0.663
C -1.13513 -0.11388 -0.59822 0.136
C 0.01161 0.71823 -0.04065 -0.319
C 1.08129 -0.16205 -0.55303 0.117
O 2.38920 0.01899 -0.11195 -0.671
C 0.03135 -0.81810 0.22788 -0.342
H -2.18961 0.25867 0.81628 0.464
H -1.09735 -0.25350 -1.66667 0.178
H 0.09894 1.34184 0.82514 0.222
H 1.04168 -0.26617 -1.56782 0.173
H 2.32398 0.20148 0.80976 0.461
H -0.26642 -1.39245 1.13502 0.245



No. 3
11
Properties=species:S:1:pos:R:3:nbo_charge:R:1 method="wB97M-V/def2-TZVPD" lumo_ev=0.9698 de_lowest_ev=3.348 smiles="C=COC1=NC1" orbital_gap_ev=10.9 multiplicity=1
C -1.07008 -1.06356 0.32326 -0.447
C -1.23969 -0.21506 -0.67831 0.118
O -0.18968 0.15920 -1.52087 -0.459
C 0.84684 0.55876 -0.78388 0.473
N 1.95614 1.12873 -0.80575 -0.347
C 1.27532 0.66689 0.55867 -0.343
H -0.14052 -1.60867 0.45184 0.213
H -1.84804 -1.21195 1.05960 0.221
H -2.14457 0.34312 -0.88827 0.198
H 1.71702 -0.18510 1.07732 0.185
H 0.83726 1.42765 1.20640 0.189



No. 4
22
Properties=species:S:1:pos:R:3:nbo_charge:R:1 method="wB97M-V/def2-TZVPD" lumo_ev=-0.4593 de_lowest_ev=2.446 smiles="C/C=C/C(C)C.S=CBr" orbital_gap_ev=8.7 multiplicity=1
C -0.89698 -1.34052 -2.25013 -0.648
C -0.48822 -0.86113 -0.94567 -0.154
C -0.10888 0.39281 -0.68689 -0.177
C 0.28966 0.86688 0.63144 -0.315
C 0.18002 -0.26512 1.66071 -0.607
C 1.76037 1.25433 0.66970 -0.571
H -0.05422 -1.65345 -2.83893 0.222
H -1.39087 -0.63022 -2.71387 0.210
H -1.54534 -2.19335 -2.26375 0.217
H -0.55274 -1.52551 -0.20013 0.182
H -0.03790 0.99296 -1.47178 0.193
H -0.11433 1.82018 0.86213 0.223
H 1.03408 -0.21663 2.46067 0.220
H 0.44613 -1.19552 1.19479 0.209
H -0.88655 -0.36856 2.03224 0.211
H 2.33353 0.38145 0.91759 0.199
H 2.10223 1.97701 1.31810 0.211
H 2.19711 1.41060 -0.42202 0.200
S -3.98720 -0.51972 -0.84369 0.136
C -2.94994 0.59852 -0.41638 -0.425
Br -2.80676 2.33853 -1.13021 0.062
H -2.13216 0.56697 0.26806 0.203